Here is a molecular structure, C58H36BrCl4N6O2Pb at a distorted geometry from the OMol25 dataset. Energies are from ωB97M-V/def2-TZVPD.

Last column: Mulliken charge in e.
Atoms and positions in Å:
Pb 0.577 -0.636 0.111  1.547
Cl 2.508 5.355 7.055  -0.199
C 2.402 4.361 5.613  0.316
C 1.714 4.816 4.498  -1.309
C 1.616 4.020 3.352  -0.536
C 2.234 2.739 3.256  1.298
C 2.867 2.293 4.451  -0.065
C 2.963 3.092 5.594  -1.438
C 2.067 1.821 2.020  0.773
C 1.521 2.234 0.838  0.136
C 1.407 3.614 0.327  -1.602
C 0.869 3.573 -0.933  -1.372
C 0.514 2.189 -1.223  0.123
C -0.238 1.772 -2.295  1.612
C -0.657 2.760 -3.350  0.295
C -1.257 3.998 -3.041  -0.260
C -1.610 4.892 -4.057  -1.211
C -1.368 4.568 -5.395  0.097
Cl -1.806 5.694 -6.668  -0.197
C -0.783 3.344 -5.719  -1.003
C -0.431 2.449 -4.707  -0.020
C -0.673 0.364 -2.487  1.214
N 0.281 -0.631 -2.167  -0.684
C -1.136 -1.811 -2.238  0.292
C -1.012 -3.107 -1.858  1.117
C -1.855 -4.224 -2.416  0.025
C -2.340 -5.216 -1.542  -0.226
C -3.134 -6.263 -2.004  -0.874
C -3.466 -6.346 -3.359  0.247
Cl -4.471 -7.658 -3.939  -0.194
C -2.989 -5.376 -4.248  -0.876
C -2.188 -4.328 -3.788  -0.413
C 0.147 -3.495 -0.971  -0.819
C 0.624 -4.738 -0.861  -1.051
C 1.780 -4.689 -0.113  -1.264
C 2.036 -3.410 0.230  1.091
N 1.237 -2.601 -0.136  -0.363
C 3.182 -2.937 1.027  1.190
C 3.250 -1.676 1.496  0.420
C 4.348 -1.116 2.285  -1.284
C 3.993 0.161 2.600  -1.200
C 2.683 0.419 1.982  -0.144
N 2.862 -0.657 0.562  -0.653
C 4.317 -3.902 1.262  0.354
C 4.828 -4.654 0.182  -0.455
C 5.892 -5.538 0.363  -0.911
C 6.465 -5.697 1.624  0.204
Cl 7.805 -6.806 1.848  -0.200
C 5.970 -4.967 2.709  -1.007
C 4.905 -4.077 2.531  -0.280
C -2.068 -1.316 -3.275  -1.633
C -1.726 -0.009 -3.477  -1.621
N 1.219 1.341 -0.142  0.142
H 1.230 5.785 4.521  0.437
H 0.998 4.439 2.593  0.559
H 3.273 1.313 4.577  0.539
H 3.461 2.710 6.477  0.427
H 1.782 4.535 0.741  0.930
H 0.737 4.457 -1.538  0.791
H -1.469 4.271 -2.016  0.537
H -2.069 5.839 -3.804  0.430
H -0.591 3.087 -6.753  0.446
H 0.038 1.512 -4.985  0.550
H -2.106 -5.172 -0.483  0.514
H -3.501 -7.008 -1.309  0.417
H -3.233 -5.445 -5.300  0.418
H -1.816 -3.619 -4.511  0.727
H 0.239 -5.634 -1.324  0.660
H 2.383 -5.548 0.141  0.729
H 5.295 -1.560 2.553  0.831
H 4.669 0.836 3.110  0.889
H 4.415 -4.540 -0.813  0.526
H 6.274 -6.098 -0.483  0.408
H 6.408 -5.090 3.690  0.417
H 4.534 -3.538 3.393  0.574
H -2.831 -1.828 -3.838  0.794
H -2.216 0.631 -4.197  0.503
C 1.332 -1.202 3.129  -1.013
O 0.554 -0.619 2.094  0.550
C -0.511 0.204 2.456  0.367
C -0.824 0.487 3.788  -0.295
C -1.906 1.315 4.090  -0.830
Br -2.311 1.687 5.903  -0.162
C -2.699 1.877 3.086  -0.719
C -2.425 1.624 1.735  1.371
C -1.329 0.792 1.437  0.264
O -1.023 0.527 0.140  -0.197
C -3.250 2.201 0.656  -0.689
N -3.047 2.046 -0.644  0.210
C -4.044 2.747 -1.279  -0.268
C -4.296 2.915 -2.647  0.064
C -5.395 3.692 -3.036  -0.947
C -6.225 4.287 -2.082  -0.362
C -5.988 4.128 -0.712  -1.201
C -4.885 3.350 -0.356  0.471
N -4.364 2.988 0.858  -0.091
H 0.723 -1.855 3.763  0.596
H 1.841 -0.434 3.720  0.684
H 2.101 -1.823 2.659  -0.583
H -0.243 0.078 4.607  0.551
H -3.526 2.514 3.382  0.448
H -1.447 0.835 -0.592  -0.228
H -3.649 2.451 -3.383  0.432
H -5.603 3.832 -4.094  0.454
H -7.072 4.886 -2.411  0.391
H -6.632 4.590 0.028  0.412
H -4.744 3.258 1.751  0.216
H -0.888 -1.701 0.111  -0.075

Results
Maximum force (hartree/bohr): 0.231
Orbital gap (spin up / spin down) (eV): 4.9190 / 4.9213
HOMO energy (spin up / spin down) (eV): -9.39 / -9.39
Molar mass (g mol⁻¹): 1277.9
Total energy (eV): -199122.84912
Total charge: +1

***

Here is a molecular structure, C58H43F9GaP3Si at a distorted geometry from the OMol25 dataset. Energies are from ωB97M-V/def2-TZVPD.

Last column: Mulliken charge in e.
Atoms and positions in Å:
Ga -0.276 -0.228 0.157  3.059
C -0.658 0.581 3.659  -0.885
Si -0.216 -0.769 2.454  0.618
C 1.608 -1.178 2.644  0.266
C 2.174 -1.100 3.924  -0.687
C 3.534 -1.277 4.126  -1.018
C 4.358 -1.588 3.050  -0.960
C 3.818 -1.697 1.781  -0.857
C 2.458 -1.451 1.564  0.269
P 1.820 -1.595 -0.141  0.976
C 2.863 -0.579 -1.230  0.925
C 3.946 0.197 -0.826  -1.093
C 4.695 0.894 -1.767  -0.882
C 4.390 0.798 -3.117  -0.765
C 3.305 0.032 -3.527  -0.684
C 2.533 -0.631 -2.589  -0.872
C 2.288 -3.313 -0.499  1.270
C 1.776 -4.297 0.354  -0.325
C 2.171 -5.614 0.209  -0.646
C 3.082 -5.957 -0.787  -0.781
C 3.578 -4.985 -1.641  -0.612
C 3.180 -3.659 -1.506  -0.826
C -1.508 -2.123 2.477  0.561
C -1.742 -2.791 3.685  -1.052
C -2.793 -3.683 3.832  -0.946
C -3.637 -3.935 2.757  -0.968
C -3.410 -3.311 1.543  -0.678
C -2.360 -2.400 1.394  0.226
P -2.104 -1.731 -0.283  0.910
C -2.193 -3.182 -1.348  0.395
C -1.103 -4.048 -1.383  0.074
C -1.169 -5.217 -2.119  -0.547
C -2.323 -5.516 -2.835  -0.753
C -3.402 -4.644 -2.818  -0.789
C -3.341 -3.469 -2.080  -0.338
C -3.536 -0.722 -0.739  0.344
C -3.435 -0.010 -1.939  -0.169
C -4.499 0.749 -2.395  -0.941
C -5.668 0.818 -1.645  -0.441
C -5.766 0.131 -0.444  -1.112
C -4.702 -0.640 0.014  -0.369
H -1.082 0.170 4.580  0.608
H -1.400 1.263 3.239  0.273
H 0.230 1.156 3.924  0.066
H 1.542 -0.890 4.780  0.506
H 3.951 -1.177 5.120  0.483
H 5.417 -1.752 3.202  0.484
H 4.458 -1.977 0.951  0.601
H 4.238 0.236 0.214  0.360
H 5.532 1.498 -1.443  0.480
H 5.002 1.305 -3.851  0.453
H 3.068 -0.050 -4.580  0.570
H 1.685 -1.227 -2.914  0.480
H 1.091 -4.026 1.152  0.146
H 1.781 -6.372 0.875  0.492
H 3.414 -6.982 -0.884  0.421
H 4.284 -5.254 -2.415  0.486
H 3.582 -2.911 -2.175  0.386
H -1.086 -2.614 4.532  0.480
H -2.954 -4.180 4.779  0.457
H -4.461 -4.628 2.860  0.470
H -4.052 -3.546 0.701  0.543
H -0.208 -3.811 -0.833  0.080
H -0.326 -5.896 -2.133  0.530
H -2.380 -6.432 -3.408  0.423
H -4.298 -4.880 -3.377  0.460
H -4.185 -2.790 -2.076  0.465
H -2.528 -0.079 -2.532  0.366
H -4.423 1.281 -3.334  0.478
H -6.505 1.406 -2.000  0.480
H -6.675 0.191 0.141  0.432
H -4.794 -1.181 0.947  0.449
F -5.450 5.518 1.139  -0.250
C -5.337 4.810 0.007  0.851
F -6.335 3.911 -0.010  -0.231
F -5.518 5.646 -1.021  -0.267
C -3.989 4.130 -0.063  0.101
C -3.855 2.837 0.414  -1.091
C -2.613 2.225 0.374  -0.561
C -1.509 2.909 -0.127  0.010
C -1.655 4.211 -0.606  -0.623
C -2.897 4.821 -0.570  -1.338
P 0.100 2.098 -0.148  2.712
C 0.981 2.689 1.294  -0.849
C 2.235 2.136 1.548  -0.054
C 2.891 2.407 2.736  -0.367
C 2.283 3.233 3.669  0.079
C 1.035 3.790 3.424  -1.257
C 0.374 3.513 2.239  -0.821
C 2.930 3.475 5.013  0.670
F 3.001 4.779 5.291  -0.252
F 2.202 2.890 5.983  -0.251
F 4.164 2.963 5.070  -0.282
C 0.902 2.639 -1.660  0.837
C 1.808 3.695 -1.674  -0.372
C 2.356 4.110 -2.878  -1.134
C 1.993 3.472 -4.053  0.325
C 1.094 2.415 -4.045  -1.203
C 0.555 1.992 -2.843  -0.784
C 2.653 3.873 -5.350  0.761
F 2.963 5.171 -5.368  -0.263
F 1.874 3.610 -6.404  -0.270
F 3.799 3.179 -5.515  -0.234
H -4.714 2.308 0.800  0.759
H -2.515 1.214 0.750  0.274
H -0.804 4.750 -1.004  0.605
H -3.021 5.830 -0.943  0.502
H 2.694 1.492 0.811  0.287
H 3.861 1.975 2.940  0.615
H 0.571 4.424 4.169  0.466
H -0.602 3.943 2.056  0.526
H 2.094 4.186 -0.751  0.534
H 3.058 4.933 -2.904  0.510
H 0.826 1.929 -4.974  0.493
H -0.137 1.156 -2.827  0.529

Results
Maximum force (hartree/bohr): 0.023
Orbital gap (eV): 7.8008
HOMO energy (eV): -13.38
Molar mass (g mol⁻¹): 1101.7
Total energy (eV): -173412.86822
Total charge: +2